Below is 4 unconnected molecules or ions with the total composition C4H16N2O4 in a non-equilibrium geometry, with properties calculated with ωB97M-V with the def2-TZVPD basis set.

## Properties
E_tot (a.u.): -572.4986
ΔE to the lowest compared entry with this formula, charge and spin (kcal/mol): 0.00
Multiplicity: 1
Total charge: 0
HOMO level (eV): -9.51

Geometry as XYZ:
```
26
C4H16N2O4 (ωB97M-V with the def2-TZVPD basis set)
C -0.572 -1.060 1.859
C 1.030 0.445 0.528
O -1.367 -0.661 -3.623
H -2.328 -0.705 -3.538
H 0.821 -2.191 -1.671
H -1.107 0.202 -3.278
H 0.654 -0.119 -0.325
H 1.507 2.415 0.868
H -2.209 -0.900 0.643
H -0.702 2.280 -0.764
C 2.372 -0.118 1.079
H 3.180 0.538 0.792
H 2.535 -1.131 0.717
H -2.110 -2.307 1.574
H 0.299 0.672 2.538
H 2.247 -0.126 2.162
O -1.676 2.179 -0.725
H -0.461 -2.056 -2.553
N -1.867 -1.337 1.486
N 1.122 1.840 0.122
O -0.116 -2.395 -1.713
H -2.019 3.066 -0.909
H 1.652 1.956 -0.722
H -0.867 1.059 1.377
O 0.068 -1.873 2.499
C -0.086 0.329 1.576
```